10
Properties=species:S:1:pos:R:3 method="wB97M-V/def2-TZVPD" charge=0 relative_energy_kcal_mol=114.2 gap_ev=8.859 molar_mass_g_mol=45.1
N -0.3143 -1.2883 0.6599
C -0.6005 1.1297 -1.3978
C 0.8510 -1.0663 1.4736
H 0.4446 1.3079 -1.4858
H -0.8911 1.2603 -2.4398
H 1.2234 -2.1175 1.9525
H -0.4687 -1.3302 1.7989
H -0.9625 0.2459 -0.8050
H -0.8726 2.0624 -0.8749
H 1.5907 -0.2038 1.1184

16
Properties=species:S:1:pos:R:3 method="wB97M-V/def2-TZVPD" charge=0 relative_energy_kcal_mol=57.5 gap_ev=9.086 smiles="CC(C)=C=O.C=N" molar_mass_g_mol=99.1
O 1.1636 -1.7452 -1.3051
N -0.6829 -2.0570 1.1750
C -1.1445 0.8038 -0.2719
C 0.6584 -0.7076 -1.0990
C -0.0313 -1.5119 2.1147
C 0.1831 0.5080 -0.9205
C 0.9865 1.6593 -1.4827
H 0.0927 -1.9307 3.1196
H 0.4525 2.1336 -2.3150
H -1.0124 1.4936 0.5740
H -1.8183 1.2932 -0.9863
H 0.4490 -0.5502 1.9214
H 1.9666 1.3435 -1.8522
H -1.0793 -2.9516 1.4705
H 1.1460 2.4256 -0.7140
H -1.6256 -0.1044 0.0953

16
Properties=species:S:1:pos:R:3 method="wB97M-V/def2-TZVPD" charge=0 relative_energy_kcal_mol=112.9 gap_ev=9.134 molar_mass_g_mol=99.1
O 0.6709 1.4096 -0.6286
N 2.5162 0.6215 0.5471
C 0.8287 -0.9669 -0.2321
C -1.5946 -0.0950 -0.3236
C -0.6088 -1.0726 0.3037
C 1.4278 0.3945 -0.0427
C -0.4859 1.7524 0.0016
H -1.7236 -0.2939 -1.3938
H -0.9690 -2.0924 0.1097
H -1.4770 1.1775 -0.4837
H -0.5989 -0.9530 1.3938
H -0.4417 1.4853 1.0706
H 2.7067 1.6262 0.5327
H 1.4763 -1.6906 0.2684
H -2.5632 -0.1101 0.1841
H 0.8359 -1.1925 -1.3072

21
Properties=species:S:1:pos:R:3 method="wB97M-V/def2-TZVPD" charge=0 relative_energy_kcal_mol=45.2 gap_ev=10.344 smiles="CC[C@@H](C)NC=O.O" molar_mass_g_mol=119.2
O 3.7584 -0.7873 -0.1610
O 1.9474 1.1499 -0.2084
N 0.1697 0.2320 0.9050
C -0.5534 -1.3297 -1.4263
C -1.9396 1.3387 1.0772
C -0.8789 0.7595 0.0430
C -1.5266 -0.4260 -0.6794
C 1.5222 0.4287 0.6583
H -0.6463 1.4991 -0.7262
H 3.6140 -0.1779 -0.8872
H 0.4161 -0.9307 -1.7548
H -1.9585 2.4243 0.9681
H -2.4754 -0.1650 -1.1762
H -0.0601 -0.4085 1.6417
H -0.2828 -2.1615 -0.7487
H 2.0399 0.1252 1.5817
H -1.6638 1.1453 2.1087
H -2.9238 1.0500 0.7103
H 4.5256 -0.8801 0.3943
H -0.9874 -1.7947 -2.3050
H -2.0967 -1.0915 -0.0153

Question: Which value of charge does entry 4 give?
Answer: 0

Question: What is the charge in the fourth record?
Answer: 0